1.
Entry from OMol25: one molecule with the formula C9H11BrN2O2 (wB97M-V/def2-TZVPD).

**Multiplicity**: 1
**Relative energy (zero: lowest compared OMol25 entry of this formula, charge and spin)**: 77.4 kcal/mol
**Kohn-Sham gap**: 8.0 eV

Structure (XYZ):
```
25
Properties=species:S:1:pos:R:3:forces:R:3
C 2.4453 1.4403 0.1209 1.551 0.282 0.880
C 2.5175 0.0953 -0.2728 -2.969 -2.022 -1.645
C 1.4791 1.9065 0.8455 -3.929 0.496 2.343
C 1.4104 -0.7357 -0.1408 1.565 1.033 0.810
C 0.1890 1.1157 1.0876 0.683 -0.702 1.317
C 0.3451 -0.3208 0.7866 -0.047 -0.914 -0.971
C -2.0719 0.6027 -1.8721 -3.652 1.093 -0.616
C -0.5445 -1.1606 1.3675 0.881 -1.429 -0.483
C -2.7374 0.7224 -0.4789 1.185 0.269 -0.576
N -0.6079 -2.5648 1.1812 -2.429 -0.951 -1.682
N -2.0935 1.2008 0.5641 -2.091 -2.666 0.394
O -0.8607 1.7168 0.3207 -0.330 1.746 -1.866
O -2.5198 0.9739 1.7483 1.054 1.454 -0.424
Br -4.4579 -0.0018 -0.0984 0.883 0.356 -0.506
H 3.3165 2.0441 0.0645 0.808 0.398 -0.312
H 3.3310 -0.1271 -0.9025 0.837 -0.847 -0.594
H 1.5041 2.7761 1.4751 0.344 0.748 -0.485
H 1.4142 -1.7363 -0.5682 0.084 0.146 0.162
H -0.2925 1.1635 2.0617 1.004 0.420 0.697
H -2.4505 1.5102 -2.5536 0.506 -2.165 1.241
H -1.0291 0.7703 -1.8071 1.027 -0.454 0.188
H -2.4424 -0.4045 -2.2833 0.945 1.647 0.281
H -1.2027 -0.7979 2.1581 0.040 -0.084 -0.374
H -0.3005 -3.0151 0.2385 -0.411 1.624 2.232
H -1.6434 -2.8673 1.2961 2.461 0.523 -0.012
```
Forces are in eV/Å.

---

2.
Entry from OMol25: one molecule with the formula C4H4N2O (wB97M-V/def2-TZVPD).

**Multiplicity**: 1
**Relative energy (zero: lowest compared OMol25 entry of this formula, charge and spin)**: 173.0 kcal/mol
**Kohn-Sham gap (alpha / beta)**: 9.5 / 5.8 eV

Structure (XYZ):
```
11
Properties=species:S:1:pos:R:3:forces:R:3
C 1.0916 -0.3736 0.6541 1.068 1.712 1.860
C 0.3685 -0.9785 -0.2296 -1.624 0.573 -1.037
C -0.9969 1.1456 -0.0874 -2.789 2.307 -1.322
C -0.8783 -0.8273 -1.0765 0.620 -1.984 -0.384
N -0.1745 1.6035 0.6631 0.507 1.243 1.055
N 0.8160 0.9172 1.2812 0.953 -2.551 -0.488
O -1.6436 0.3831 -0.9305 1.361 -0.835 0.714
H 1.9863 -0.8033 1.0831 0.117 -0.302 -0.066
H -0.5981 -0.9119 -2.1322 -0.124 0.039 0.146
H -1.5556 -1.6512 -0.8283 0.047 0.073 -0.159
H 1.5846 1.4964 1.6031 -0.136 -0.273 -0.318
```
Forces are in eV/Å.

---

3.
Entry from OMol25: C15H19N3O3Tc as an isolated structure (wB97M-V/def2-TZVPD).

**Multiplicity**: 4
**Relative energy (zero: lowest compared OMol25 entry of this formula, charge and spin)**: 64.0 kcal/mol
**Net charge**: +4
**Kohn-Sham gap (alpha / beta)**: 4.6 / 2.0 eV

Structure (XYZ):
```
41
Properties=species:S:1:pos:R:3:forces:R:3
N -0.9777 -4.3556 -0.0580 -0.276 0.344 0.036
C -1.9280 -4.5707 0.5599 0.559 -0.007 -0.574
C -3.1370 -4.8465 1.2848 -0.377 -0.077 0.354
H -3.7415 -5.5647 0.7278 -0.001 0.000 -0.027
H -3.7066 -3.9185 1.4179 0.067 -0.224 -0.032
H -2.9005 -5.2687 2.2628 0.005 -0.018 -0.010
N 0.7156 3.0391 4.6594 -1.325 -4.320 -1.181
C 1.0460 4.1207 4.9100 1.777 6.113 2.050
C 1.4476 5.4524 5.3101 0.750 -1.827 -1.669
H 0.5862 5.9663 5.7402 -0.739 0.456 0.492
H 1.8006 6.0219 4.4357 -0.376 0.058 -0.013
H 2.2397 5.3881 6.0505 0.084 -0.097 0.737
N 1.6560 1.5219 -4.0777 1.219 -1.799 -1.016
C 2.3059 0.8209 -4.7553 -1.309 1.440 1.387
C 3.1174 -0.0791 -5.5715 0.231 -0.184 -0.222
H 4.1643 -0.0606 -5.2337 -0.356 0.076 -0.092
H 3.0895 0.2142 -6.6315 -0.062 -0.026 0.375
H 2.7359 -1.1076 -5.4795 0.096 0.378 -0.080
Tc -0.4792 0.6685 0.4223 3.034 -1.586 3.938
C 1.4651 0.7901 0.2763 7.179 -0.084 -0.140
O 2.6270 0.8030 0.2268 -4.984 0.130 0.037
C -0.5618 -0.9429 1.5873 0.721 -4.855 3.791
O -0.5050 -1.8876 2.2580 -0.539 3.757 -2.731
C -2.5932 0.7913 0.3273 -2.034 0.286 0.765
C -2.0791 -0.0300 -0.6912 -1.564 -1.106 -0.639
C -1.0822 0.4540 -1.5382 -0.424 -0.075 -2.692
C -0.5874 1.7504 -1.3764 0.505 1.397 -2.488
C -1.0763 2.5575 -0.3520 0.032 1.684 -0.395
C -2.0484 2.0663 0.5277 -2.126 0.606 -0.615
H -3.3194 0.4115 1.0348 -0.201 -0.006 -0.151
H -2.4100 -1.0622 -0.8070 -0.065 0.232 0.151
H -0.6967 -0.1854 -2.3374 0.225 0.193 0.326
H 0.2308 2.0948 -2.0169 -0.212 0.001 -0.190
H -0.7150 3.5685 -0.2184 0.340 -0.031 -0.010
H -2.3824 2.6945 1.3382 -0.053 -0.093 0.378
C 1.6139 -2.7910 -0.5777 0.213 1.402 -1.336
O 0.3423 -2.5778 -1.1632 1.295 0.071 0.750
H 2.0896 -3.6480 -1.0556 -0.010 -0.578 0.103
H 1.6021 -2.9486 0.5104 -0.418 -0.384 0.158
H 2.1452 -1.8715 -0.7960 0.391 0.047 0.204
H -0.0934 -3.4789 -1.1310 -1.271 -1.296 0.271
```
Forces are in eV/Å.

---

4.
Entry from OMol25: one molecule with the formula C6H6F2N2 (wB97M-V/def2-TZVPD).

**Multiplicity**: 1
**Relative energy (zero: lowest compared OMol25 entry of this formula, charge and spin)**: 49.4 kcal/mol
**Kohn-Sham gap**: 10.1 eV

Structure (XYZ):
```
16
Properties=species:S:1:pos:R:3:forces:R:3
C 2.2623 0.9245 -0.1165 -2.999 -1.480 0.123
C 2.2596 0.0684 -1.2358 0.559 0.297 1.075
C 1.0384 0.7088 0.5788 4.094 -1.006 -3.707
C -1.6251 -0.5458 1.2136 -2.357 -1.949 -2.278
C -0.8349 -0.7838 -0.0447 -0.127 -1.328 -0.419
C -2.1180 0.0285 -0.1291 2.572 -1.289 -0.343
N 1.1763 -0.6613 -1.2023 -0.277 -1.065 -0.556
N 0.5067 -0.3125 -0.1155 -2.198 1.046 0.147
F -1.9718 1.3270 -0.4467 -0.648 -0.021 0.430
F -3.0731 -0.5814 -0.8719 -0.121 0.622 0.758
H 2.9322 1.5801 0.2460 2.422 2.204 0.634
H 2.9978 -0.1358 -1.9990 -0.023 0.272 0.124
H 0.6376 1.4147 1.2034 -1.361 0.750 1.871
H -2.1681 -1.4094 1.6407 0.324 0.788 -0.153
H -1.2028 0.1373 1.8484 0.765 1.591 1.654
H -0.8172 -1.7593 -0.5693 -0.625 0.567 0.638
```
Forces are in eV/Å.

---

5.
Entry from OMol25: C25H25BaCl3F5IN10SSi as an isolated structure (wB97M-V/def2-TZVPD).

**Multiplicity**: 1
**Relative energy (zero: lowest compared OMol25 entry of this formula, charge and spin)**: 27.7 kcal/mol
**Kohn-Sham gap**: 6.8 eV

Structure (XYZ):
```
72
Properties=species:S:1:pos:R:3:forces:R:3
Ba 0.2943 0.1858 -0.4028 -2.303 -1.508 0.477
N 0.1388 -1.1168 4.5573 -0.031 -0.155 -0.188
C -0.0031 -1.4101 3.2546 0.009 -0.052 0.222
N -0.1239 -0.2977 2.5766 0.050 0.270 -0.502
C -0.0411 0.6764 3.5255 0.032 -0.422 0.150
N 0.1133 0.2092 4.7476 -0.016 0.222 0.003
C -0.0638 2.1047 3.2134 -0.009 0.416 0.055
C 0.1637 3.0548 4.2104 -0.033 -0.093 -0.083
N 0.2340 4.3474 3.9366 0.010 0.045 0.041
C 0.0762 4.7000 2.6646 -0.029 -0.022 0.002
C -0.1833 3.7636 1.6764 -0.068 -0.013 -0.043
N -0.2599 2.4659 1.9475 0.155 -0.292 -0.103
H 0.2571 -1.7343 5.3407 0.007 -0.048 0.029
H -0.0128 -2.4064 2.8419 -0.002 0.003 0.062
H 0.3018 2.7444 5.2382 0.012 0.006 -0.005
H 0.1591 5.7550 2.4334 -0.015 -0.018 -0.042
H -0.3327 4.0474 0.6415 0.042 0.059 0.027
N 4.2675 -6.7545 -0.8096 -0.126 0.215 -0.094
C 4.1158 -6.1018 0.3536 0.303 -0.349 0.249
S 4.7701 -6.6611 1.7574 -0.058 0.048 -0.042
C 3.2950 -4.8669 0.3078 -0.233 0.284 -0.103
C 2.2212 -4.7411 -0.5717 0.105 -0.073 0.078
C 1.4720 -3.5767 -0.5554 -0.023 -0.022 -0.094
N 1.7323 -2.5591 0.2604 -0.140 0.353 -0.090
C 2.7699 -2.6721 1.0908 0.006 0.023 0.033
C 3.5692 -3.7989 1.1568 0.011 -0.060 -0.074
H 4.8474 -7.5754 -0.8215 0.010 -0.041 0.008
H 3.9982 -6.3362 -1.6841 0.022 0.002 -0.004
H 1.9448 -5.5458 -1.2402 -0.020 0.012 -0.003
H 0.6344 -3.4511 -1.2343 0.009 -0.009 0.011
H 2.9674 -1.8167 1.7291 0.042 -0.007 -0.018
H 4.4013 -3.8483 1.8433 -0.002 -0.026 0.028
Cl 2.9741 3.3242 -0.2052 0.091 0.741 -0.247
Si 2.8026 1.3195 0.4229 1.544 0.403 0.618
Cl 3.1145 1.5442 2.5081 0.158 0.031 0.473
Cl 4.6416 0.5047 -0.1621 0.568 -0.166 -0.154
C 1.1644 4.2411 -3.9517 -0.004 -0.095 0.079
C -0.0276 4.5620 -3.0336 0.190 0.323 -0.219
C 0.3437 5.6870 -2.0544 -0.017 -0.080 0.043
C -1.2667 4.9361 -3.8537 -0.053 -0.095 0.017
C -0.3040 3.3582 -2.2533 -0.048 -0.223 0.196
N -0.4792 2.4141 -1.6243 -0.117 0.700 -0.392
H 1.4061 5.1192 -4.5505 -0.026 0.018 0.007
H 0.9294 3.4099 -4.6170 0.002 0.023 -0.016
H 2.0365 3.9680 -3.3565 0.012 0.020 -0.023
H 0.6253 6.5751 -2.6204 -0.012 -0.007 -0.022
H 1.1859 5.3877 -1.4301 0.012 0.023 0.001
H -0.5004 5.9408 -1.4108 -0.001 0.003 -0.008
H -1.0547 5.8375 -4.4288 0.025 0.001 0.002
H -2.1227 5.1329 -3.2072 0.008 0.005 0.000
H -1.5312 4.1364 -4.5460 0.000 0.015 -0.003
F -1.6166 -0.2172 -3.5303 -0.029 0.022 0.063
C -0.5750 -0.9053 -2.8709 -0.088 -0.186 -0.367
F -0.9745 -2.2623 -2.9828 0.046 -0.075 -0.038
C 0.5757 -0.7996 -3.8500 0.093 -0.052 -0.409
F 0.9766 0.4965 -3.9377 -0.023 -0.133 0.048
F 1.6415 -1.5055 -3.3999 -0.106 0.058 0.043
F 0.3418 -1.2192 -5.1127 0.075 0.103 0.207
N -2.2570 -2.8442 -0.5655 -0.051 -0.011 0.058
C -1.7070 -2.1517 0.1826 -0.004 -0.152 0.043
H -2.6599 -3.3593 -1.3205 0.018 0.046 -0.063
I -5.0390 1.5758 3.3002 0.121 -0.034 -0.247
C -4.3850 1.3807 1.3147 -0.155 0.049 0.327
C -5.2183 1.7093 0.2593 0.061 -0.022 -0.066
C -4.7237 1.5665 -1.0289 -0.017 0.003 0.088
C -3.4242 1.1127 -1.2018 -0.073 0.019 -0.066
N -2.6327 0.7979 -0.1791 0.108 -0.008 0.069
C -3.1029 0.9241 1.0581 -0.013 0.006 -0.019
H -6.2245 2.0644 0.4361 0.002 0.003 -0.002
H -5.3405 1.8065 -1.8840 0.025 -0.010 -0.021
H -2.9978 0.9890 -2.1900 0.011 -0.011 0.009
H -2.4281 0.6510 1.8609 -0.049 -0.005 0.004
```
Forces are in eV/Å.

---

6.
Entry from OMol25: one molecule with the formula C5H8O (wB97M-V/def2-TZVPD).

**Multiplicity**: 1
**Relative energy (zero: lowest compared OMol25 entry of this formula, charge and spin)**: 50.8 kcal/mol
**Kohn-Sham gap**: 11.0 eV

Structure (XYZ):
```
14
Properties=species:S:1:pos:R:3:forces:R:3
C -0.5657 -1.5916 0.0835 -0.017 -0.053 0.016
C -0.3063 -0.1821 -0.4663 0.052 0.026 -0.034
C -0.8725 0.8889 0.5175 -0.301 -0.226 0.028
O -0.1546 2.0930 0.5666 0.115 0.018 0.057
C 1.1221 0.0791 -0.6808 0.483 0.154 0.014
C 2.2710 0.4263 -0.7933 -0.438 -0.188 0.026
H -0.0450 -1.7242 1.0389 -0.072 0.009 -0.176
H -0.2234 -2.3669 -0.6082 -0.034 0.152 0.086
H -1.6376 -1.7397 0.2582 0.152 0.054 -0.037
H -0.8108 -0.0793 -1.4366 0.125 0.035 0.157
H -1.8818 1.1579 0.1973 0.043 -0.107 0.090
H -0.9464 0.4278 1.5160 0.069 0.092 -0.131
H 0.7709 1.8635 0.7303 -0.071 0.156 -0.106
H 3.2800 0.7473 -0.9230 -0.105 -0.123 0.009
```
Forces are in eV/Å.